No. 1
Molecular formula: C40H80O10
Method: DFT, ωB97M-V/def2-TZVPD

Total energy (hartree): -2323.68224
SMILES string: C1CCOC1.C1CCOC1.C1CCOC1.C1CCOC1.C1CCOC1.C1CCOC1.C1CCOC1.C1CCOC1.C1CCOC1.C1CCOC1
Highest occupied orbital energy (eV): -9.06
ΔE to the lowest compared entry with this formula, charge and spin (kcal/mol): 404.8

CARTESIAN COORDINATES (ANGSTROEM)
C (-0.002, -0.073, 0.907)
C (0.676, 0.072, -0.375)
C (0.923, 1.453, -0.673)
O (1.121, 1.903, 0.768)
C (0.088, 1.337, 1.546)
H (0.362, -0.804, 1.514)
H (-0.965, -0.136, 0.857)
H (0.293, -0.437, -1.121)
H (1.720, -0.491, -0.469)
H (0.265, 2.056, -1.127)
H (1.764, 1.475, -1.452)
H (-0.723, 2.151, 1.505)
H (0.346, 1.173, 2.590)
C (0.378, 4.402, -4.067)
C (1.834, 3.822, -3.997)
C (2.037, 3.835, -5.503)
O (1.273, 4.793, -6.192)
C (0.202, 5.173, -5.348)
H (0.288, 4.803, -2.967)
H (-0.215, 3.474, -3.982)
H (1.696, 2.873, -3.293)
H (2.438, 4.526, -3.428)
H (1.692, 2.922, -5.835)
H (2.972, 4.031, -5.567)
H (-0.751, 5.226, -5.931)
H (0.377, 6.166, -5.257)
C (-3.357, 4.060, 0.323)
C (-3.819, 3.483, 1.699)
C (-2.934, 2.344, 2.006)
O (-2.435, 1.907, 0.748)
C (-2.201, 3.111, -0.024)
H (-3.032, 5.104, 0.392)
H (-4.025, 4.116, -0.460)
H (-4.905, 3.153, 1.785)
H (-3.722, 4.384, 2.449)
H (-3.573, 1.531, 2.425)
H (-2.139, 2.643, 2.696)
H (-2.055, 2.791, -0.985)
H (-1.307, 3.621, 0.160)
C (0.348, 7.386, -0.964)
C (1.585, 6.382, -0.864)
C (1.104, 5.457, 0.201)
O (-0.303, 5.695, 0.373)
C (-0.541, 7.041, 0.265)
H (-0.119, 7.040, -1.822)
H (0.797, 8.441, -1.201)
H (2.630, 6.849, -0.480)
H (1.853, 6.078, -1.946)
H (1.655, 5.704, 1.112)
H (1.230, 4.511, 0.156)
H (-0.260, 7.460, 1.123)
H (-1.552, 7.497, -0.004)
C (3.559, -3.213, -2.098)
C (2.592, -4.290, -2.223)
C (3.080, -5.106, -3.429)
O (3.791, -4.130, -4.095)
C (4.535, -3.424, -3.186)
H (4.154, -3.052, -1.103)
H (3.007, -2.225, -2.338)
H (1.456, -4.145, -2.316)
H (2.670, -4.887, -1.281)
H (2.338, -5.693, -3.899)
H (3.784, -6.049, -3.241)
H (5.076, -2.397, -3.608)
H (5.343, -3.981, -2.827)
C (1.426, -2.060, -5.197)
C (0.016, -2.559, -5.233)
C (-0.791, -1.578, -4.434)
O (-0.080, -0.374, -4.432)
C (1.315, -0.761, -4.406)
H (1.676, -1.733, -6.159)
H (2.251, -2.689, -4.926)
H (-0.061, -3.439, -4.938)
H (-0.095, -2.435, -6.273)
H (-1.146, -2.079, -3.499)
H (-1.600, -1.253, -4.975)
H (1.525, -1.016, -3.232)
H (2.063, -0.048, -4.402)
C (-3.133, -0.063, 5.123)
C (-1.856, 0.412, 4.485)
C (-0.687, -0.353, 4.948)
O (-1.143, -0.878, 6.186)
C (-2.533, -1.228, 5.931)
H (-3.744, -0.505, 4.407)
H (-3.566, 0.580, 5.808)
H (-1.658, 1.500, 4.415)
H (-2.084, 0.142, 3.481)
H (0.312, 0.184, 4.637)
H (-0.399, -1.258, 4.515)
H (-3.087, -1.223, 6.923)
H (-2.502, -2.227, 5.522)
C (-1.016, -5.726, 1.293)
C (-1.978, -4.711, 0.845)
C (-1.175, -3.521, 0.181)
O (0.173, -3.857, 0.773)
C (0.361, -5.246, 0.740)
H (-1.426, -6.718, 1.259)
H (-0.858, -5.732, 2.350)
H (-2.583, -4.539, 1.725)
H (-2.720, -5.174, 0.080)
H (-1.505, -2.552, 0.541)
H (-1.059, -3.416, -0.859)
H (1.361, -5.480, 1.344)
H (0.557, -5.457, -0.362)
C (-5.360, -1.638, 2.767)
C (-5.256, -2.592, 3.991)
C (-4.125, -3.511, 3.557)
O (-3.319, -2.787, 2.777)
C (-4.141, -1.984, 1.903)
H (-5.340, -0.701, 2.988)
H (-6.329, -1.863, 2.407)
H (-6.080, -2.918, 4.208)
H (-4.845, -1.981, 4.767)
H (-4.648, -4.282, 3.158)
H (-3.728, -3.852, 4.653)
H (-4.333, -2.788, 0.987)
H (-3.502, -1.169, 1.612)
C (4.432, -2.542, 2.714)
C (3.448, -1.421, 2.214)
C (4.297, -0.171, 1.882)
O (5.507, -0.840, 1.400)
C (5.737, -1.869, 2.353)
H (4.215, -3.523, 2.050)
H (4.210, -3.072, 3.623)
H (2.749, -1.066, 2.928)
H (2.760, -1.667, 1.295)
H (4.382, 0.507, 2.784)
H (3.626, 0.263, 1.059)
H (6.362, -1.667, 3.216)
H (6.332, -2.720, 1.902)

***

No. 2
Molecular formula: C40H80O38S13
Method: DFT, ωB97M-V/def2-TZVPD

Total energy (hartree): -9607.21074
Highest occupied orbital energy (eV): -9.70

CARTESIAN COORDINATES (ANGSTROEM)
C (-3.249, 5.160, -1.141)
C (-2.125, 4.895, -2.215)
O (-1.313, 6.129, -2.210)
S (-2.113, 7.524, -1.669)
O (-2.532, 8.314, -2.806)
O (-1.290, 8.138, -0.648)
O (-3.392, 6.580, -1.028)
H (-3.069, 4.641, -0.199)
H (-4.157, 4.675, -1.500)
H (-2.588, 4.880, -3.202)
H (-1.436, 4.067, -2.049)
C (-4.132, -1.616, 1.641)
C (-4.043, -3.175, 2.050)
O (-3.126, -3.371, 3.070)
S (-2.804, -1.913, 3.840)
O (-1.396, -1.951, 4.335)
O (-3.930, -1.613, 4.803)
O (-2.993, -1.123, 2.419)
H (-5.060, -1.283, 2.107)
H (-4.233, -1.419, 0.574)
H (-3.797, -3.741, 1.151)
H (-5.048, -3.537, 2.265)
C (3.162, -0.524, -6.250)
C (1.677, -0.965, -6.503)
O (1.102, -1.066, -5.250)
S (2.257, -1.423, -4.129)
O (2.231, -2.825, -3.644)
O (2.272, -0.381, -3.121)
O (3.541, -1.170, -5.123)
H (3.452, 0.525, -6.192)
H (3.633, -0.837, -7.182)
H (1.624, -1.917, -7.032)
H (1.061, -0.296, -7.104)
C (3.534, 2.725, -3.248)
C (3.762, 3.712, -4.422)
O (3.780, 4.896, -3.710)
S (2.714, 5.000, -2.439)
O (1.363, 5.322, -2.924)
O (3.370, 5.855, -1.403)
O (2.991, 3.427, -2.168)
H (4.347, 2.051, -2.979)
H (2.812, 1.973, -3.568)
H (3.007, 3.915, -5.181)
H (4.757, 3.673, -4.865)
C (-2.157, -0.614, -3.602)
C (-2.421, -1.130, -4.960)
O (-2.929, -0.077, -5.654)
S (-2.211, 1.345, -5.257)
O (-3.157, 2.485, -5.235)
O (-0.953, 1.566, -6.041)
O (-1.883, 0.827, -3.714)
H (-1.317, -1.122, -3.128)
H (-3.108, -0.752, -3.088)
H (-3.245, -1.844, -4.944)
H (-1.589, -1.625, -5.461)
C (0.668, 4.660, 1.304)
C (2.232, 4.793, 1.618)
O (2.332, 4.030, 2.832)
S (0.941, 4.210, 3.718)
O (0.894, 5.528, 4.382)
O (0.740, 2.993, 4.471)
O (-0.084, 4.303, 2.434)
H (0.447, 4.181, 0.351)
H (0.228, 5.644, 1.140)
H (2.453, 5.860, 1.614)
H (2.872, 4.310, 0.879)
C (-0.455, -6.568, -0.972)
C (0.106, -6.887, -2.412)
C (0.345, -5.530, -3.091)
S (-0.855, -4.326, -2.363)
O (-1.941, -3.954, -3.219)
O (-0.081, -3.300, -1.644)
C (-1.508, -5.469, -1.084)
H (0.387, -6.236, -0.365)
H (-0.752, -7.519, -0.531)
H (-0.557, -7.546, -2.972)
H (1.117, -7.281, -2.306)
H (0.086, -5.578, -4.149)
H (1.383, -5.198, -3.057)
H (-2.368, -5.924, -1.574)
H (-2.058, -5.005, -0.266)
C (-5.521, 1.065, -0.700)
C (-5.516, 1.412, -2.167)
C (-6.823, 2.014, -2.584)
S (-7.171, 3.193, -1.227)
O (-8.536, 3.018, -0.857)
O (-6.606, 4.566, -1.564)
C (-6.050, 2.318, 0.057)
H (-4.545, 0.679, -0.408)
H (-6.189, 0.231, -0.488)
H (-5.293, 0.596, -2.854)
H (-4.689, 2.080, -2.407)
H (-7.551, 1.226, -2.390)
H (-6.957, 2.563, -3.516)
H (-6.632, 2.196, 0.970)
H (-5.227, 3.019, 0.195)
C (1.428, 0.911, 0.006)
C (0.999, 0.919, 1.509)
C (-0.328, 0.208, 1.622)
S (-1.169, 0.726, 0.038)
O (-1.344, 2.141, 0.012)
O (-2.226, -0.207, -0.432)
C (0.321, 0.378, -0.905)
H (2.329, 0.339, -0.214)
H (1.737, 1.891, -0.358)
H (0.979, 1.925, 1.928)
H (1.826, 0.457, 2.048)
H (-0.867, 0.316, 2.564)
H (-0.182, -0.870, 1.559)
H (-0.055, 0.765, -1.853)
H (0.289, -0.697, -1.083)
C (0.563, -3.474, 2.503)
C (1.738, -3.226, 1.573)
C (2.908, -4.240, 1.752)
S (2.200, -5.578, 2.797)
O (2.664, -5.320, 4.171)
O (2.374, -6.844, 2.167)
C (0.474, -5.000, 2.584)
H (-0.353, -2.996, 2.158)
H (0.755, -3.140, 3.522)
H (2.125, -2.216, 1.709)
H (1.411, -3.258, 0.533)
H (3.851, -3.877, 2.162)
H (3.196, -4.637, 0.778)
H (-0.029, -5.486, 3.419)
H (0.254, -5.347, 1.574)
C (5.800, -1.509, -1.902)
C (4.648, -2.204, -1.270)
C (4.695, -3.735, -1.583)
S (6.325, -4.080, -2.514)
O (6.032, -5.033, -3.593)
O (7.433, -4.283, -1.604)
C (6.369, -2.329, -3.068)
H (6.686, -1.608, -1.275)
H (5.507, -0.490, -2.155)
H (3.696, -1.724, -1.497)
H (4.889, -1.960, -0.236)
H (3.804, -4.005, -2.149)
H (4.710, -4.547, -0.856)
H (5.690, -2.247, -3.917)
H (7.400, -2.220, -3.406)
C (4.828, 0.082, 6.566)
C (4.919, -1.436, 6.591)
C (3.649, -2.086, 6.065)
S (3.227, -0.917, 4.608)
O (1.822, -0.599, 4.698)
O (3.773, -1.447, 3.371)
C (4.345, 0.467, 5.180)
H (5.648, 0.673, 6.973)
H (3.982, 0.353, 7.198)
H (5.239, -1.840, 7.552)
H (5.779, -1.625, 5.948)
H (2.898, -2.057, 6.854)
H (3.668, -3.136, 5.775)
H (3.738, 1.349, 4.979)
H (5.148, 0.414, 4.444)
C (-3.677, 2.641, 5.974)
C (-2.590, 3.302, 5.110)
C (-2.901, 2.945, 3.590)
S (-4.721, 2.797, 3.447)
O (-5.099, 1.483, 2.983)
O (-5.124, 3.983, 2.666)
C (-5.086, 2.924, 5.240)
H (-3.689, 2.923, 7.027)
H (-3.474, 1.571, 6.029)
H (-1.610, 2.915, 5.388)
H (-2.533, 4.388, 5.191)
H (-2.478, 2.051, 3.131)
H (-2.729, 3.706, 2.829)
H (-5.954, 2.300, 5.450)
H (-5.468, 3.922, 5.456)